No. 1
C36H93F2N6O20S2 | the ωB97M-V functional and the def2-TZVPD basis

Results
HOMO = -6.749 eV
calculated total energy = -4256.69592 Ha
2S+1 = 1
charge = -1

Last column: Mulliken charge in e.
Positions of all 159 atoms, in Å:
N -0.827 0.336 1.084  -0.365
S 0.651 -0.327 0.888  0.389
O 1.703 0.366 1.530  -0.161
O 0.908 -0.957 -0.342  -0.589
F 0.392 -1.529 1.909  -0.015
S -0.804 1.640 0.083  0.405
O -1.782 1.579 -0.965  -0.114
O 0.456 2.140 -0.273  -0.318
F -1.459 2.654 1.082  -0.403
C -0.344 -1.501 -5.425  -0.495
O -0.322 -0.218 -5.965  -0.506
C -0.652 0.800 -5.047  -0.110
C 0.446 1.189 -4.087  0.181
N 1.548 1.804 -4.804  -0.368
C 2.272 2.742 -3.915  -0.230
C 3.359 3.448 -4.690  -0.610
O 4.188 4.100 -3.754  -0.202
C 5.134 4.950 -4.366  -0.793
H 0.328 -1.649 -4.568  0.221
H -0.087 -2.218 -6.201  0.318
H -1.338 -1.756 -5.031  0.157
H -1.600 0.687 -4.496  -0.101
H -0.883 1.652 -5.701  0.175
H 0.785 0.260 -3.608  0.399
H 0.012 1.845 -3.338  -0.155
H 2.282 1.173 -5.103  0.320
H 2.753 2.234 -3.064  0.161
H 1.580 3.473 -3.494  0.204
H 2.897 4.124 -5.417  0.320
H 3.949 2.687 -5.232  0.298
H 5.516 5.612 -3.591  0.222
H 4.743 5.529 -5.202  0.310
H 5.969 4.305 -4.673  0.296
C -0.686 -4.143 3.731  -0.693
O -1.917 -4.729 3.366  -0.353
C -3.018 -4.036 3.879  -0.030
C -4.304 -4.546 3.262  -0.287
N -4.494 -5.951 3.651  -0.417
C -5.779 -6.490 3.142  -0.576
C -5.722 -7.986 3.201  -0.571
O -4.608 -8.458 2.536  -0.267
C -4.518 -9.866 2.505  -0.794
H -0.268 -4.620 4.632  0.306
H -0.720 -3.057 3.850  0.107
H 0.079 -4.371 2.980  0.318
H -2.936 -2.962 3.651  -0.133
H -3.123 -4.127 4.971  0.510
H -4.232 -4.462 2.171  0.000
H -5.120 -3.987 3.724  0.414
H -3.833 -6.519 3.117  0.323
H -5.951 -6.128 2.117  0.270
H -6.547 -6.121 3.826  0.325
H -6.665 -8.448 2.872  0.438
H -5.684 -8.269 4.270  0.343
H -3.481 -10.078 2.260  0.245
H -5.224 -10.399 1.857  0.273
H -4.718 -10.268 3.516  0.331
C 5.308 -1.370 0.437  -0.489
O 4.964 -2.442 1.289  -0.465
C 3.627 -2.609 1.556  0.471
C 3.452 -3.723 2.584  -0.586
N 4.102 -3.519 3.855  -0.354
C 3.665 -2.341 4.592  -0.419
C 2.262 -2.519 5.173  0.198
O 1.944 -1.473 6.053  -0.513
C 1.222 -0.418 5.432  -0.341
H 5.184 -0.394 0.915  0.093
H 4.755 -1.449 -0.508  0.275
H 6.365 -1.497 0.196  0.287
H 3.022 -2.912 0.687  0.488
H 3.163 -1.699 1.957  -0.378
H 3.858 -4.631 2.129  0.453
H 2.374 -3.842 2.708  -0.179
H 5.101 -3.475 3.702  0.350
H 3.689 -1.428 3.980  0.107
H 4.312 -2.225 5.464  0.390
H 2.176 -3.482 5.689  0.426
H 1.513 -2.587 4.366  -0.438
H 1.784 -0.003 4.594  0.138
H 1.022 0.338 6.188  0.345
H 0.247 -0.791 5.104  0.106
C -4.201 4.630 -1.538  -0.604
O -3.822 4.649 -2.888  -0.390
C -2.456 4.365 -3.085  0.228
C -2.214 4.053 -4.521  -0.035
N -2.412 5.305 -5.293  -0.388
C -2.016 5.210 -6.705  -0.834
C -3.078 4.587 -7.604  -0.466
O -4.147 5.502 -7.689  -0.310
C -5.217 4.985 -8.409  -0.740
H -3.997 3.657 -1.079  0.170
H -5.282 4.778 -1.545  0.277
H -3.756 5.441 -0.948  0.280
H -2.106 3.551 -2.434  -0.284
H -1.855 5.252 -2.833  0.318
H -2.889 3.246 -4.854  0.192
H -1.196 3.691 -4.679  -0.130
H -3.397 5.519 -5.170  0.311
H -1.046 4.737 -6.855  0.385
H -1.894 6.259 -7.005  0.365
H -3.450 3.634 -7.210  0.338
H -2.632 4.438 -8.601  0.441
H -6.074 5.660 -8.416  0.263
H -5.601 4.055 -7.955  0.297
H -4.969 4.772 -9.459  0.290
C 2.834 3.501 1.004  -0.375
O 3.941 3.942 1.747  -0.479
C 3.905 3.410 3.056  0.323
C 5.117 3.947 3.807  -1.274
N 6.296 3.079 3.817  -0.366
C 6.902 2.901 2.485  -0.155
C 8.318 2.418 2.587  -0.767
O 8.341 1.010 2.721  -0.160
C 9.648 0.530 2.808  -0.801
H 2.834 3.942 0.013  0.318
H 1.892 3.703 1.531  0.277
H 2.857 2.409 0.896  0.059
H 3.880 2.313 2.995  -0.099
H 3.002 3.761 3.583  0.463
H 4.879 4.101 4.865  0.404
H 5.384 4.928 3.412  0.397
H 5.992 2.177 4.170  0.251
H 6.837 3.865 1.977  0.444
H 6.290 2.203 1.895  0.011
H 8.806 2.892 3.450  0.323
H 8.901 2.702 1.695  0.377
H 9.572 -0.558 2.759  0.225
H 10.169 0.768 3.745  0.295
H 10.254 0.886 1.964  0.317
C -2.586 -2.684 0.483  0.398
C -3.252 -3.688 -0.381  -1.181
O -4.667 -3.438 -0.480  -0.590
O -2.501 -1.456 -0.169  0.206
H -1.601 -3.026 0.825  0.087
H -3.177 -2.638 1.411  0.056
H -3.064 -4.694 0.016  0.503
H -2.821 -3.650 -1.392  0.503
H -5.047 -4.260 -0.804  0.281
H -1.855 -0.883 0.314  -0.078
C -3.013 0.178 4.046  -0.097
C -2.106 1.374 4.261  -0.679
O -0.793 1.211 3.749  -0.360
O -3.432 -0.050 2.725  -0.539
H -3.885 0.270 4.712  0.430
H -2.559 -0.707 4.548  0.015
H -2.052 1.594 5.326  0.443
H -2.536 2.235 3.727  0.182
H -0.777 0.898 2.818  0.273
H -2.668 0.031 2.135  0.278
C -4.404 0.289 -2.813  -0.006
C -4.172 -1.207 -2.945  -0.297
O -2.839 -1.579 -2.615  -0.482
O -4.443 0.709 -1.441  -0.563
H -5.374 0.538 -3.251  0.450
H -3.562 0.802 -3.294  -0.288
H -4.361 -1.456 -3.996  0.414
H -4.821 -1.815 -2.304  0.087
H -2.658 -1.282 -1.704  0.346
H -3.533 0.916 -1.166  0.336

No. 2
Cl3N2O18Tl | the ωB97M-V functional and the def2-TZVPD basis

Results
HOMO = -2.279 eV
calculated total energy = -3015.24723 Ha
2S+1 = 1
charge = -2

Last column: Mulliken charge in e.
Positions of all 24 atoms, in Å:
Tl 12.782 1.290 8.155  0.669
N 15.496 2.042 7.313  1.265
O 14.670 1.719 8.092  -0.746
O 15.955 1.261 6.509  -0.152
O 15.588 3.239 7.087  -0.399
N 13.783 2.162 5.274  1.255
O 14.908 2.420 5.031  -0.597
O 12.996 2.745 4.563  -0.709
O 13.507 1.611 6.305  -0.549
Cl 18.701 1.456 6.940  1.993
O 18.425 1.008 8.291  -0.619
O 19.512 2.551 6.963  -0.681
O 19.395 0.465 6.226  -0.729
O 17.552 1.830 6.244  -0.479
Cl 15.270 -0.053 9.286  1.998
O 15.175 -1.127 10.092  -0.729
O 14.493 -0.240 8.033  -0.654
O 14.366 0.663 10.101  -0.723
O 16.610 0.535 9.114  -0.599
Cl 12.874 4.358 7.017  1.804
O 13.315 4.719 5.721  -0.635
O 12.330 5.658 7.639  -0.790
O 12.007 3.253 7.060  -0.608
O 14.009 3.947 7.632  -0.587

No. 3
C2H2O2 | the ωB97M-V functional and the def2-TZVPD basis

Results
SMILES = O=CC=O
HOMO = -10.822 eV
calculated total energy = -227.78740 Ha
2S+1 = 1
charge = 0

Last column: Mulliken charge in e.
Positions of all 6 atoms, in Å:
O -1.063 1.397 -0.144  -0.426
C -0.210 0.539 0.477  0.040
C 0.437 -0.555 -0.383  0.192
O 0.458 -1.816 -0.035  -0.439
H -0.222 0.461 1.501  0.372
H 0.600 -0.025 -1.416  0.261

No. 4
C27H61N2O17P2S | the ωB97M-V functional and the def2-TZVPD basis

Results
HOMO = -4.571 eV
calculated total energy = -3534.71908 Ha
2S+1 = 1
charge = -1

Last column: Mulliken charge in e.
Positions of all 110 atoms, in Å:
N 2.844 2.455 -2.938  -0.521
C 1.895 2.338 -4.073  1.579
N 1.526 3.716 -4.470  -0.558
C 1.766 4.012 -5.629  0.384
S 1.839 4.369 -7.181  -0.316
P 0.433 1.359 -3.399  -0.255
P -1.296 1.911 -4.604  0.933
O -0.891 2.324 -5.973  -0.661
O -2.262 0.595 -4.738  -0.514
O -2.115 3.121 -3.852  -0.553
C 2.615 1.493 -5.196  -0.081
O 3.816 1.702 -5.372  -0.666
O 1.910 0.653 -5.807  -0.697
H 2.431 2.021 -2.120  0.009
H 3.005 3.439 -2.765  0.140
H 0.621 -0.018 -3.662  0.120
H -2.305 0.398 -5.680  0.322
H -1.453 3.801 -3.674  0.388
C 2.755 -0.942 3.977  -0.540
O 2.951 0.293 3.329  -0.275
C 3.265 0.147 1.950  -0.686
C 2.749 1.322 1.142  -0.315
O 1.343 1.306 0.926  -0.118
C 0.509 1.594 2.040  -0.340
C 0.539 3.048 2.467  -0.880
O 1.737 3.353 3.167  -0.277
C 2.154 4.687 2.979  -0.719
H 3.695 -1.504 4.039  0.335
H 2.397 -0.741 4.986  0.234
H 2.001 -1.546 3.459  0.105
H 2.834 -0.778 1.551  0.310
H 4.357 0.101 1.858  0.437
H 3.191 1.251 0.146  0.294
H 3.074 2.273 1.564  0.217
H 0.717 0.922 2.875  0.285
H -0.508 1.372 1.704  0.343
H -0.302 3.241 3.147  0.418
H 0.435 3.683 1.581  0.370
H 2.247 4.922 1.913  0.283
H 3.134 4.798 3.440  0.229
H 1.455 5.385 3.454  0.327
C -1.925 -1.537 -1.726  -0.731
O -1.138 -2.252 -0.794  -0.292
C -1.074 -1.612 0.469  -0.353
C -0.931 -2.629 1.583  -0.367
O -2.127 -3.341 1.891  -0.420
C -2.564 -4.309 0.940  -0.191
C -1.702 -5.555 0.895  -0.705
O -0.479 -5.307 0.219  -0.226
C 0.585 -6.092 0.706  -0.804
H -1.442 -0.592 -1.992  0.081
H -2.030 -2.145 -2.623  0.295
H -2.927 -1.339 -1.327  0.396
H -1.973 -1.010 0.645  0.320
H -0.197 -0.952 0.468  0.344
H -0.685 -2.081 2.497  0.245
H -0.104 -3.314 1.393  0.164
H -2.685 -3.865 -0.048  0.088
H -3.562 -4.609 1.274  0.368
H -2.235 -6.340 0.341  0.418
H -1.518 -5.903 1.918  0.354
H 0.700 -5.967 1.789  0.343
H 1.499 -5.748 0.223  0.236
H 0.432 -7.150 0.467  0.323
C 5.705 5.480 -6.102  -0.526
O 5.770 6.307 -4.957  -0.319
C 4.487 6.730 -4.525  -0.106
C 4.453 6.910 -3.021  -0.517
O 4.404 5.689 -2.291  -0.359
C 5.583 4.892 -2.253  -0.215
C 6.691 5.462 -1.389  -0.746
O 7.344 6.547 -2.036  -0.243
C 7.834 7.507 -1.130  -0.794
H 5.366 6.047 -6.976  0.297
H 6.702 5.089 -6.297  0.228
H 5.033 4.632 -5.931  0.181
H 3.719 6.005 -4.815  -0.075
H 4.269 7.692 -5.011  0.420
H 3.520 7.424 -2.772  0.401
H 5.268 7.548 -2.675  0.186
H 5.935 4.659 -3.257  0.144
H 5.270 3.947 -1.802  0.407
H 7.441 4.682 -1.208  0.399
H 6.270 5.781 -0.429  0.366
H 7.036 7.864 -0.468  0.345
H 8.202 8.354 -1.708  0.229
H 8.657 7.098 -0.533  0.325
C -8.702 -7.956 1.868  -0.802
O -8.425 -6.720 2.487  -0.235
C -9.276 -6.450 3.589  -0.571
C -8.565 -5.615 4.636  -0.294
O -7.620 -6.335 5.416  -0.467
C -6.403 -6.720 4.785  -0.423
C -5.450 -5.572 4.518  -0.502
O -5.882 -4.799 3.411  -0.278
C -5.520 -3.436 3.521  -0.890
H -9.679 -7.933 1.370  0.324
H -7.931 -8.139 1.123  0.237
H -8.680 -8.776 2.595  0.345
H -9.623 -7.382 4.049  0.360
H -10.145 -5.892 3.214  0.384
H -9.320 -5.273 5.349  0.401
H -8.118 -4.722 4.197  0.103
H -6.593 -7.300 3.882  0.166
H -5.916 -7.392 5.497  0.406
H -4.458 -5.978 4.277  0.339
H -5.371 -4.953 5.418  0.388
H -5.878 -3.012 4.466  0.424
H -5.994 -2.895 2.704  0.235
H -4.433 -3.321 3.444  0.341

Question: Number 3 is which compound?
Answer: C2H2O2